[1]
{
  "formula": "C20H21F2NO3",
  "method": "the ωB97M-V functional and the def2-TZVPD basis",
  "symbols": ["C", "C", "C", "C", "C", "C", "H", "H", "H", "C", "C", "C", "C", "H", "H", "O", "H", "H", "H", "H", "C", "H", "C", "C", "N", "H", "C", "C", "C", "H", "H", "H", "H", "H", "C", "H", "O", "F", "C", "C", "H", "O", "C", "H", "H", "H", "F"],
  "xyz": [[1.809, 3.197, -0.255], [-3.767, -0.407, -2.702], [1.933, -2.537, 0.604], [-3.945, 0.931, -3.052], [2.822, 3.745, -1.202], [2.620, 0.486, 5.015], [1.991, -0.522, -0.064], [0.927, 0.413, 3.640], [-1.692, -2.655, -0.611], [-1.582, 0.094, -1.772], [1.703, 1.111, 3.985], [-2.926, 1.837, -2.785], [1.726, -4.923, 1.360], [3.370, 1.211, 5.336], [-5.192, 2.385, -3.992], [2.430, 1.518, 2.852], [2.938, -2.514, 0.988], [-5.467, 0.721, -4.522], [0.296, 0.615, -1.000], [2.077, 0.138, 5.896], [1.184, -3.701, 0.725], [-6.038, 1.245, -2.937], [-1.777, 1.436, -2.155], [1.645, 2.181, 1.953], [2.318, 2.639, 0.860], [-3.047, 2.867, -3.073], [-2.604, -0.817, -2.097], [-0.659, -2.597, -0.346], [1.403, -1.421, 0.010], [1.107, -5.220, 2.208], [1.192, 2.003, 4.377], [2.743, -4.767, 1.718], [-1.016, 2.158, -1.908], [1.736, -5.749, 0.647], [0.090, -1.416, -0.504], [3.827, 3.508, -0.860], [0.458, 2.348, 2.141], [-0.877, -4.833, 0.368], [-0.125, -3.715, 0.246], [-0.377, -0.221, -1.099], [2.741, 4.827, -1.278], [0.637, 3.276, -0.548], [-5.228, 1.347, -3.661], [2.694, 3.311, -2.190], [-2.500, -1.870, -1.944], [3.149, -0.362, 4.576], [-4.749, -1.305, -2.948]],
  "atomic_forces_ev_per_a": [[0.78, -0.77, 2.08], [0.78, -0.09, 0.49], [-0.18, -0.12, -0.07], [-0.42, 0.07, -0.03], [1.14, 0.07, -0.19], [0.33, 0.10, -0.34], [0.17, 0.30, 0.02], [0.02, 0.06, 0.35], [-0.26, -0.03, -0.08], [-0.08, 0.04, -0.17], [-0.81, 0.07, 0.45], [-0.10, -0.25, -0.07], [0.40, -0.29, 0.30], [-0.01, -0.04, 0.03], [0.01, -0.06, 0.06], [0.66, 0.02, -0.39], [0.17, -0.01, 0.09], [-0.08, -0.04, 0.06], [0.27, 0.44, 0.06], [-0.11, 0.07, -0.12], [0.04, -0.38, 0.13], [-0.04, -0.07, -0.02], [0.49, 0.12, 0.33], [-0.46, 1.40, -2.65], [2.21, -0.82, 0.66], [-0.07, 0.18, -0.01], [-0.67, -0.56, -0.37], [-0.43, -0.68, 0.24], [-0.07, 0.49, -0.18], [-0.03, -0.08, -0.05], [-0.01, -0.40, 0.13], [-0.07, 0.01, -0.04], [0.32, 0.29, 0.16], [-0.07, -0.05, 0.04], [0.10, -0.22, 0.18], [0.04, 0.03, 0.02], [-0.96, -0.43, 1.01], [0.40, 0.53, 0.02], [-0.12, 0.72, -0.39], [-0.35, -0.11, 0.06], [-0.20, 0.07, -0.06], [-2.73, -0.08, -1.26], [-0.28, 0.33, -0.41], [-0.18, 0.05, -0.18], [-0.01, -0.27, 0.07], [0.03, -0.05, 0.06], [0.46, 0.44, 0.00]],
  "lowdin_charge": [-0.645, -0.201, 0.010, -0.174, -0.048, -0.077, 0.129, 0.116, 0.106, -0.160, -0.286, 0.013, -0.015, 0.075, 0.090, -0.035, 0.128, 0.098, 0.126, 0.071, -0.174, 0.104, 0.044, -0.620, 0.116, 0.128, 0.080, 0.083, 0.036, 0.101, 0.123, 0.089, 0.109, 0.101, -0.162, 0.061, 0.039, 0.088, -0.200, 0.171, 0.073, -0.020, -0.015, 0.064, 0.106, 0.067, 0.086],
  "energy_ha": -1254.83994,
  "spin_multiplicity": 1,
  "de_lowest_kcal_mol": 0.0
}



[2]
{
  "formula": "C5H7I",
  "method": "the ωB97M-V functional and the def2-TZVPD basis",
  "symbols": ["H", "H", "C", "H", "C", "H", "H", "H", "C", "H", "C", "C", "I"],
  "xyz": [[-0.938, -1.258, -1.513], [1.772, 1.502, -1.773], [1.170, 0.503, 1.155], [1.119, 0.721, 3.131], [0.381, 0.228, -0.644], [-0.417, -0.256, 2.447], [0.621, 0.349, -2.661], [-1.728, -0.243, -0.435], [0.630, 0.211, 2.310], [-0.792, -1.429, 0.214], [-0.777, -0.714, -0.499], [0.877, 0.807, -1.710], [3.213, 1.085, 1.050]],
  "atomic_forces_ev_per_a": [[0.58, 0.62, 1.44], [-1.34, -0.93, 0.56], [-0.59, -0.37, -4.79], [-0.04, -0.83, 0.62], [0.96, -0.19, 4.85], [1.81, 0.94, -0.34], [-0.51, 0.45, -0.12], [-0.68, 1.09, 0.37], [-2.08, 0.17, 0.43], [0.76, -2.15, 2.48], [-0.11, 0.91, -4.97], [1.90, 0.14, -0.49], [-0.67, 0.14, -0.05]],
  "lowdin_charge": [0.116, 0.060, -0.671, 0.030, -0.250, 0.093, 0.063, 0.068, -0.157, 0.023, -0.101, -0.035, 0.763],
  "energy_ha": -492.27033,
  "spin_multiplicity": 1,
  "de_lowest_kcal_mol": 49.0
}



[3]
{
  "formula": "C23H29ClCoN3O7PS3",
  "method": "the ωB97M-V functional and the def2-TZVPD basis",
  "symbols": ["C", "C", "C", "H", "C", "H", "N", "C", "O", "H", "H", "C", "Co", "O", "C", "H", "C", "O", "O", "C", "H", "H", "H", "H", "H", "H", "H", "H", "O", "C", "S", "C", "H", "H", "H", "H", "H", "C", "H", "C", "C", "C", "Cl", "H", "C", "H", "H", "C", "H", "C", "N", "H", "S", "H", "N", "O", "C", "H", "C", "P", "H", "S", "O", "H", "C", "C", "C", "H"],
  "xyz": [[-0.824, -2.279, -2.389], [2.755, -0.553, 2.759], [4.478, 1.967, 5.016], [4.288, 2.955, 4.592], [-2.738, -3.024, -4.202], [-5.515, 3.072, 1.307], [-1.138, 0.832, -4.415], [1.349, -2.687, -1.535], [-1.703, 2.849, -0.415], [-1.944, 4.859, -0.282], [-4.234, 1.380, 2.587], [2.297, 0.716, 5.190], [0.384, -0.372, -0.338], [3.606, 1.679, -1.396], [0.353, -4.472, -2.756], [-0.911, 4.181, 0.984], [1.418, -4.006, -2.049], [2.954, -0.130, -2.788], [-2.432, 1.765, 1.770], [-4.424, 3.111, 1.311], [2.305, -4.598, -1.887], [4.597, 0.524, 2.717], [2.909, -1.011, 1.790], [-3.611, -3.279, -4.783], [0.405, -0.310, 5.198], [-1.692, -2.252, -1.713], [2.043, -3.390, 2.859], [-2.777, 1.380, -5.549], [0.435, -1.725, 1.269], [-0.640, -0.108, -3.662], [0.300, -1.784, 2.764], [0.067, 4.416, -0.935], [-0.190, 4.343, -1.992], [-4.137, 1.011, 0.861], [0.857, 3.695, -0.727], [2.114, 1.218, 6.133], [-1.977, -5.024, -4.075], [-1.148, 4.144, -0.081], [0.440, 5.422, -0.729], [1.585, -0.779, 3.467], [0.998, -3.380, 3.160], [3.691, 0.324, 3.278], [2.672, 0.622, -1.600], [-4.087, 3.450, 0.332], [3.475, 0.973, 4.494], [0.295, 0.056, -3.152], [0.427, -4.122, 2.603], [1.341, -0.146, 4.674], [0.898, -3.546, 4.233], [-2.335, 0.562, -4.992], [0.355, -1.850, -1.656], [2.184, -2.310, -0.958], [0.367, 1.474, 1.261], [-4.105, 3.835, 2.062], [-1.227, -1.311, -3.470], [2.647, -0.290, -0.429], [-0.753, -3.650, -3.000], [5.494, 1.682, 4.744], [-2.345, -1.677, -4.170], [-1.453, 1.578, 0.515], [0.359, -5.479, -3.159], [-1.983, 0.009, -0.573], [1.297, 1.159, -1.665], [-3.872, -0.853, -5.449], [-3.866, 1.739, 1.628], [-1.844, -3.992, -3.765], [-2.952, -0.648, -4.920], [4.421, 2.053, 6.101]],
  "atomic_forces_ev_per_a": [[0.08, -0.12, 0.08], [0.05, 0.00, -0.01], [-0.03, -0.04, -0.01], [0.00, 0.00, 0.00], [-0.23, 0.17, 0.23], [0.01, 0.00, 0.01], [0.09, -0.17, 0.19], [0.06, -0.13, -0.03], [0.08, 0.03, 0.01], [-0.03, 0.02, 0.03], [-0.02, -0.03, 0.01], [-0.01, -0.02, -0.02], [-0.09, 0.59, 0.26], [-0.21, -0.35, 0.02], [-0.10, -0.09, -0.12], [0.02, 0.00, 0.02], [0.11, 0.12, 0.05], [-0.03, 0.19, 0.39], [-0.02, 0.12, -0.01], [0.04, 0.00, -0.01], [0.01, 0.05, 0.06], [-0.02, 0.00, 0.01], [-0.02, 0.01, 0.04], [-0.02, 0.02, 0.03], [0.01, 0.03, -0.02], [-0.04, 0.05, -0.01], [-0.01, -0.04, -0.02], [-0.01, -0.03, -0.02], [0.19, -0.46, -0.22], [-0.13, 0.16, -0.21], [-0.20, 0.17, -0.02], [0.03, 0.00, 0.00], [-0.01, 0.02, 0.01], [-0.01, -0.03, -0.01], [-0.01, 0.01, 0.01], [0.00, -0.01, -0.01], [0.05, 0.05, -0.08], [0.01, -0.08, -0.06], [0.01, -0.01, -0.02], [-0.04, 0.14, 0.05], [0.02, -0.13, 0.01], [0.02, 0.01, 0.00], [-0.15, 0.18, -0.14], [-0.02, 0.00, 0.00], [0.02, 0.00, 0.02], [0.04, 0.03, 0.06], [-0.01, 0.00, 0.05], [0.06, 0.00, 0.01], [0.04, 0.00, -0.01], [-0.01, 0.07, -0.03], [0.02, -0.12, -0.04], [-0.01, -0.07, 0.00], [0.02, -0.47, -0.27], [-0.02, 0.00, 0.00], [0.19, -0.03, 0.27], [-0.13, 0.28, -0.20], [0.11, 0.10, 0.08], [-0.01, 0.00, 0.00], [-0.09, -0.19, -0.13], [-0.52, 0.31, 0.24], [-0.06, 0.02, -0.02], [0.32, -0.08, 0.08], [0.47, -0.14, -0.29], [0.02, 0.01, -0.01], [0.05, 0.06, -0.02], [0.02, -0.21, -0.10], [0.02, 0.04, -0.12], [0.00, 0.00, 0.00]],
  "lowdin_charge": [-0.241, -0.087, -0.047, 0.088, -0.036, 0.079, 0.111, -0.108, -0.337, 0.114, 0.117, -0.035, 0.130, -0.280, -0.028, 0.103, -0.058, -0.296, -0.332, -0.073, 0.098, 0.123, 0.098, 0.105, 0.111, 0.104, 0.063, 0.111, -0.582, -0.116, 0.963, -0.074, 0.087, 0.079, 0.049, 0.114, 0.122, -0.287, 0.081, -0.446, -0.225, -0.018, 0.722, 0.066, -0.261, 0.092, 0.057, -0.082, 0.061, -0.108, 0.006, 0.102, 0.521, 0.082, 0.074, -0.407, -0.183, 0.079, -0.200, -0.056, 0.122, 0.514, -0.426, 0.115, -0.282, -0.037, 0.003, 0.076],
  "energy_ha": -4963.48098,
  "s2": 0.7597,
  "spin_multiplicity": 2,
  "de_lowest_kcal_mol": 0.0
}